(1)
Density functional theory data (ωB97M-V/def2-TZVPD) for a single C4H6O2 molecule.

```
12
Properties=species:S:1:pos:R:3:nbo_charge:R:1
O -1.8875 -0.4570 -1.1668 -0.51
C -0.7783 -0.2043 -0.7776 0.57
C 0.4284 -1.1052 -0.5512 -0.53
C 0.8812 -0.1110 0.5532 -0.43
C -0.1517 0.9338 0.0240 -0.01
O -0.9118 1.7190 0.8813 -0.68
H 0.0181 -2.0445 -0.2005 0.24
H 1.1202 -1.2386 -1.3890 0.24
H 1.9240 0.2132 0.5351 0.22
H 0.6346 -0.4714 1.5569 0.21
H 0.3495 1.5960 -0.6918 0.20
H -1.6266 1.1700 1.2265 0.47
```

Values from the calculation:
maximum force: 0.6 eV/Å
energy above the lowest of the compared OMol25 structures with the same formula, charge and spin: 135.2 kJ/mol
HOMO-LUMO gap: 0.38242 Ha
SMILES: O=C1CC[C@@H]1O
electronic energy: -8339.0603 eV
spin multiplicity: 1
molecular weight: 86.09 g mol⁻¹

(2)
Density functional theory data (ωB97M-V/def2-TZVPD) for 2 unconnected molecules or ions with the total composition C9H9O2P in a non-equilibrium geometry.

```
21
Properties=species:S:1:pos:R:3:nbo_charge:R:1
C 3.2279 1.6219 -0.5161 -0.33
C -3.0975 0.5381 0.2648 -0.31
C 1.8161 1.5335 -0.2947 -0.27
C -2.1293 -0.0957 1.0766 -0.27
C 3.7390 0.6164 0.1908 0.11
C -2.4192 1.1809 -0.7041 0.11
C 1.5721 0.4402 0.4660 0.22
C -0.8673 0.1435 0.4956 0.24
C 0.4062 -0.1588 0.9721 -0.23
O 2.7807 -0.1418 0.7930 -0.42
O -1.0512 1.0537 -0.5356 -0.43
P 0.2670 -2.8046 -0.4827 0.11
H 3.5582 2.4654 -1.1798 0.25
H -4.1041 0.3870 0.4927 0.23
H 1.1054 2.1646 -0.8138 0.24
H -2.4460 -0.8577 1.8047 0.23
H 4.7277 0.0210 0.1836 0.21
H -2.7817 1.7258 -1.5018 0.20
H 0.6225 -0.9290 1.6753 0.24
H 0.2286 -3.1014 -1.7774 -0.07
H -1.0547 -2.6027 -0.3572 -0.06
```

Values from the calculation:
maximum force: 4.2 eV/Å
energy above the lowest of the compared OMol25 structures with the same formula, charge and spin: 406.9 kJ/mol
HOMO-LUMO gap (alpha / beta): 0.21507 / 0.27631 Ha
electronic energy: -22857.8123 eV
spin multiplicity: 1
molecular weight: 180.14 g mol⁻¹

(3)
Density functional theory data (ωB97M-V/def2-TZVPD) for 8 unconnected molecules or ions with the total composition C10H36N4O8 in a non-equilibrium geometry.

```
58
Properties=species:S:1:pos:R:3:nbo_charge:R:1
N -0.9770 0.2236 31.4495 -0.88
C -0.9437 -0.3700 32.6297 0.76
N 0.1574 -1.0401 32.8138 -0.81
O -1.9694 -0.2098 33.5537 -0.77
H -1.8261 0.7713 31.2916 0.42
H -0.2309 0.3172 30.7809 0.40
H 0.2187 -1.5801 33.6820 0.42
H 0.8515 -1.0409 32.1243 0.41
N 1.3340 -1.5162 29.3313 -0.85
C 1.8397 -0.4045 29.8970 0.73
N 1.2162 0.6952 29.7392 -0.83
O 3.0339 -0.5593 30.6006 -0.77
H 1.8796 -2.3238 29.5342 0.41
H 0.4567 -1.5889 28.8151 0.42
H 1.5268 1.5761 30.2090 0.42
H 0.3060 0.8546 29.3195 0.43
C -4.5918 -0.9695 31.3244 -0.62
C -5.0254 -0.4243 29.8955 -0.05
O -5.6023 -1.4295 29.1811 -0.72
H -5.4399 -1.2045 31.8972 0.21
H -4.0631 -0.1751 31.8262 0.22
H -3.9483 -1.8278 31.1948 0.21
H -4.1990 0.0025 29.3096 0.13
H -5.7674 0.3380 30.0234 0.15
H -5.9946 -1.0580 28.3972 0.46
C -0.8313 0.7409 26.6442 -0.64
C -1.7381 1.1873 27.8050 -0.07
O -1.0248 1.9002 28.7735 -0.74
H -1.3949 0.1247 25.9218 0.22
H -0.0800 0.0311 26.9274 0.22
H -0.4522 1.5664 26.0656 0.22
H -2.1238 0.2707 28.3028 0.16
H -2.5044 1.8975 27.5439 0.17
H -1.7013 2.1387 29.3802 0.49
C 1.1810 -4.1239 32.1472 -0.24
O 2.4350 -4.5393 32.6296 -0.73
H 0.6908 -3.7114 33.0386 0.15
H 0.5347 -4.9479 31.8582 0.18
H 1.1759 -3.3482 31.4114 0.16
H 3.0924 -3.8154 32.7336 0.48
C -1.6070 -2.4698 29.6247 -0.26
O -1.0368 -2.1897 28.3532 -0.76
H -2.1847 -1.5978 29.8255 0.18
H -0.8082 -2.6984 30.3060 0.20
H -2.3158 -3.3101 29.5483 0.18
H -1.7460 -2.2963 27.7086 0.49
C -3.5782 2.7462 31.9901 -0.28
O -2.8040 2.3741 30.8558 -0.77
H -4.6149 2.7307 31.7077 0.17
H -3.3736 3.8140 32.1504 0.19
H -3.4299 2.1744 32.9173 0.24
H -3.2743 2.6861 30.1133 0.48
C 0.5047 2.8229 32.9031 -0.23
O -0.7226 3.4066 32.9755 -0.70
H 0.7454 2.4689 31.9234 0.13
H 0.4365 1.9372 33.5296 0.17
H 1.2200 3.5244 33.2162 0.18
H -1.2307 2.8555 32.4670 0.46
```

Values from the calculation:
maximum force: 9.1 eV/Å
energy above the lowest of the compared OMol25 structures with the same formula, charge and spin: 346.9 kJ/mol
HOMO-LUMO gap: 0.33709 Ha
SMILES: NC(N)=O.NC(N)=O.CCO.CCO.CO.CO.CO.CO
electronic energy: -33290.9494 eV
spin multiplicity: 1
molecular weight: 340.42 g mol⁻¹

(4)
Density functional theory data (ωB97M-V/def2-TZVPD) for a molecular structure, C4H12ClO4Sr in a non-equilibrium geometry.

```
22
Properties=species:S:1:pos:R:3:nbo_charge:R:1
Sr 0.0058 -4.5445 -2.4118 1.94
Cl 0.6822 -1.7850 -1.9063 -0.89
C 1.7841 0.3170 1.3587 -0.07
C 3.2429 -0.2711 1.0229 -0.04
O 3.5616 -0.2487 -0.3129 -0.63
O 1.1576 -0.9633 1.3094 -0.36
H 1.4950 1.0173 0.5751 0.26
H 1.6942 0.7477 2.3560 0.27
H 3.5297 -1.2079 1.5008 0.23
H 3.8822 0.3827 1.6161 0.30
H 2.8370 -0.5483 -0.8667 0.50
H 1.1013 -1.2413 0.3922 0.51
C -3.1661 1.6076 -0.2852 -0.08
C -1.9002 0.7984 -0.7761 -0.08
O -2.0340 -0.5412 -0.8821 -0.74
O -3.6262 0.9131 0.9167 -0.71
H -3.9139 1.5213 -1.0736 0.17
H -3.0349 2.6873 -0.2137 0.21
H -0.9979 1.0357 -0.2126 0.12
H -1.7741 1.2133 -1.7761 0.16
H -1.1799 -0.8906 -1.1465 0.47
H -3.3466 0.0003 0.8156 0.47
```

Values from the calculation:
maximum force: 4.6 eV/Å
charge: +2
energy above the lowest of the compared OMol25 structures with the same formula, charge and spin: 38.1 kJ/mol
HOMO-LUMO gap (alpha / beta): 0.18860 / 0.11655 Ha
<S²>: 0.75
electronic energy: -25870.8895 eV
spin multiplicity: 2
molecular weight: 247.21 g mol⁻¹

(5)
Density functional theory data (ωB97M-V/def2-TZVPD) for 2 unconnected molecules or ions with the total composition C6H8N5 in a non-equilibrium geometry.

```
19
Properties=species:S:1:pos:R:3:nbo_charge:R:1
C -0.3826 -1.1082 -0.9543 -0.24
C -0.3411 2.5995 -2.5193 0.25
C -0.3766 -2.7589 0.5778 0.27
C 0.8137 -0.8426 -1.7662 0.24
C -0.1620 -0.5549 0.4484 0.57
C 0.4564 1.3464 1.9327 -0.42
N -0.5087 -2.5099 -0.6673 -0.38
N -0.2736 2.2031 -1.4589 -0.42
N 1.6186 -0.6450 -2.5364 -0.21
N -0.2058 -1.6504 1.3249 -0.56
N -0.0804 0.7306 0.6917 -0.49
H -1.2237 -0.7484 -1.5072 0.30
H -0.0520 3.1843 -3.3703 0.27
H -0.4391 -3.7427 1.0314 0.24
H 1.4851 1.2759 2.0712 0.23
H 0.2237 2.3896 1.8113 0.24
H -0.0860 1.0326 2.7381 0.21
H -0.1204 -1.5802 2.2655 0.43
H -0.3454 1.3791 -0.1134 0.46
```

Values from the calculation:
maximum force: 5.3 eV/Å
charge: +1
energy above the lowest of the compared OMol25 structures with the same formula, charge and spin: 191.3 kJ/mol
HOMO-LUMO gap: 0.37049 Ha
electronic energy: -13793.4205 eV
spin multiplicity: 1
molecular weight: 150.17 g mol⁻¹

(6)
Density functional theory data (ωB97M-V/def2-TZVPD) for a single C2H5N3OS molecule in a non-equilibrium geometry.

```
12
Properties=species:S:1:pos:R:3:nbo_charge:R:1
N -2.2408 0.7940 0.3159 -0.64
N -0.9282 0.4805 -0.0187 -0.30
C -0.0598 0.3323 0.9054 0.18
N 1.3388 0.1999 0.6986 -0.78
S 2.0071 0.1724 -0.8641 0.40
C 1.2374 -1.2986 -1.5674 0.26
O 1.4939 -1.6973 -2.6504 -0.51
H -2.6132 1.2923 -0.4588 0.37
H -2.2569 1.3523 1.1936 0.33
H -0.2731 0.4539 1.9668 0.15
H 1.8335 -0.3852 1.3817 0.40
H 0.4613 -1.6963 -0.9027 0.14
```

Values from the calculation:
maximum force: 1.9 eV/Å
energy above the lowest of the compared OMol25 structures with the same formula, charge and spin: 260.5 kJ/mol
HOMO-LUMO gap: 0.33995 Ha
SMILES: N/N=C/NSC=O
electronic energy: -19506.2508 eV
spin multiplicity: 1
molecular weight: 119.15 g mol⁻¹

Question: Look up the maximum force of the fourth one.
Answer: 4.6 eV/Å